[1]
Here is a 8-piece molecular cluster, C21H39N15O8S overall at a distorted geometry from the OMol25 dataset. Energies are from ωB97M-V/def2-TZVPD.

Results
HOMO = -8.1 eV
structure (SMILES) = O=CCc1ccc2c(c1)Sc1ccccc1N2.NC(N)=O.NC(N)=O.NC(N)=O.NC(N)=O.NC(N)=O.NC(N)=O.NC(N)=O
spin multiplicity = 1
LUMO = -0.46 eV

Geometry (Å):
O  4.7869  0.5035  -1.3768
C  5.6727  1.5077  -1.1580
C  5.0918  3.0443  -1.3267
C  3.6002  3.0364  -0.5751
C  3.4441  2.5151  0.9797
C  2.0033  2.4302  1.7829
C  0.6438  2.9059  0.9702
C  0.8235  3.4295  -0.6080
C  2.2594  3.5112  -1.3954
S  -0.8203  3.8978  -1.4623
C  -2.0095  2.5600  -0.7931
C  -3.1528  1.8071  -1.7074
C  -4.0463  0.6321  -0.9252
C  -3.8556  0.2540  0.6772
C  -2.7132  1.0316  1.5791
C  -1.7678  2.1806  0.8169
N  -0.7064  2.8628  1.6513
H  6.7775  1.2157  -0.9058
H  4.9027  3.1849  -2.4967
H  5.8056  3.8790  -0.9231
H  4.4238  2.1633  1.5607
H  1.9244  2.0215  2.8857
H  2.3023  3.8912  -2.5192
H  -3.3047  2.0852  -2.8490
H  -4.8785  -0.0041  -1.4973
H  -4.5391  -0.5755  1.1952
H  -2.5105  0.8418  2.7230
H  -1.0375  3.8534  1.8453
N  7.8772  -1.2964  -2.9199
C  8.5803  -0.7831  -3.9454
N  7.9930  0.2602  -4.5588
O  9.6634  -1.2279  -4.2913
H  6.9839  -0.9439  -2.6202
H  8.2838  -2.0832  -2.4308
H  8.4891  0.6763  -5.3361
H  7.1018  0.6406  -4.2884
N  3.6772  -3.5631  1.8135
C  4.3803  -3.0497  0.7879
N  3.7930  -2.0064  0.1745
O  5.4634  -3.4946  0.4420
H  2.7839  -3.2105  2.1131
H  4.0838  -4.3498  2.3026
H  4.2891  -1.5904  -0.6028
H  2.9018  -1.6261  0.4449
N  -8.6228  0.1460  -0.2320
C  -7.9197  0.6594  -1.2576
N  -8.5070  1.7027  -1.8709
O  -6.8366  0.2145  -1.6035
H  -9.5161  0.4985  0.0676
H  -8.2162  -0.6408  0.2571
H  -8.0109  2.1187  -2.6483
H  -9.3982  2.0830  -1.6005
N  -12.5051  -3.0022  0.6550
C  -11.9264  -1.9702  0.0150
N  -11.8814  -2.0971  -1.3235
O  -11.4787  -0.9973  0.6013
H  -12.8795  -3.8118  0.1897
H  -12.5595  -2.9467  1.6637
H  -11.4538  -1.3420  -1.8435
H  -12.2447  -2.8905  -1.8241
N  9.3289  4.2560  -5.9089
C  9.5800  4.4245  -4.5981
N  9.3824  3.3270  -3.8457
O  9.9567  5.4871  -4.1295
H  9.0181  3.3889  -6.3135
H  9.4652  5.0577  -6.5108
H  9.5601  3.4109  -2.8533
H  9.0727  2.4433  -4.2134
N  1.4252  -5.4864  5.8145
C  1.4581  -4.8212  4.6457
N  0.2601  -4.3834  4.2181
O  2.4912  -4.6303  4.0237
H  0.5845  -5.6536  6.3412
H  2.3058  -5.8331  6.1721
H  0.2405  -3.8776  3.3421
H  -0.6013  -4.5307  4.7163
N  -5.4159  -1.6989  5.0772
C  -4.1397  -2.0465  4.8317
N  -3.5379  -1.3216  3.8715
O  -3.5738  -2.9467  5.4317
H  -5.8990  -0.9607  4.5937
H  -5.9057  -2.2198  5.7930
H  -2.5765  -1.5509  3.6558
H  -3.9875  -0.5766  3.3666

=====

[2]
Here is a 2-piece molecular cluster, C5H11N2O overall at a distorted geometry from the OMol25 dataset. Energies are from ωB97M-V/def2-TZVPD.

Results
HOMO (alpha / beta) = -20.1 / -20.2 eV
energy relative to the best compared isomer or geometry (same formula, charge and spin) = 0.0 kcal per mole
net charge = +2
⟨S²⟩ = 0.762
spin multiplicity = 2
LUMO (alpha / beta) = -8.81 / -12.99 eV

Geometry (Å):
C  -2.1243  -2.3702  -0.2789
C  -1.2475  -1.9292  0.9213
C  -0.3287  -0.8420  0.5747
C  -0.5228  0.5676  0.4105
N  0.6013  1.0889  -0.0880
C  1.4779  0.0912  -0.3034
N  0.9300  -1.0644  0.1033
H  -2.7636  -1.5491  -0.5924
H  -1.5688  -2.6155  -1.1903
H  -2.7003  -3.2461  -0.0085
H  -0.6664  -2.7993  1.2256
H  -1.8434  -1.5293  1.7400
H  -1.3521  1.2263  0.6428
H  0.7589  2.1145  -0.3814
H  2.5102  0.2069  -0.6285
H  1.3786  -1.9578  -0.0927
H  0.9242  4.4642  -0.5692
H  0.8363  3.4137  -1.6761
O  1.2319  3.5692  -0.8014

=====

[3]
Here is C41H44BNO2 as an isolated structure at a distorted geometry from the OMol25 dataset. Energies are from ωB97M-V/def2-TZVPD.

Results
HOMO = -7.3 eV
spin multiplicity = 1
LUMO = 0.63 eV

Geometry (Å):
C  4.1693  -2.9714  2.1249
C  3.1914  -2.2506  3.0191
C  3.2532  -2.8578  4.4353
C  3.2868  -0.6485  3.0283
C  4.0516  0.0000  4.1709
C  3.8259  -0.0983  1.7109
O  1.9033  -0.2290  3.1737
B  1.2122  -1.4204  3.1420
C  -0.0746  -1.6452  3.9450
C  -0.6818  -2.9102  3.9265
C  -1.6188  -3.2384  4.9055
C  -2.0025  -2.2861  5.8607
C  -1.4903  -0.9822  5.7891
C  -0.5575  -0.6470  4.8097
C  -0.8968  0.0724  -0.4756
C  -1.6556  -0.5451  0.7012
C  0.0256  -1.0362  -1.0700
C  1.2587  -0.6509  -1.6031
C  2.0710  -1.5583  -2.2894
C  1.7473  -2.9189  -2.2854
C  0.6920  -3.3493  -1.4690
C  -0.1453  -2.4160  -0.8378
O  1.8596  -2.4885  2.5168
H  5.1907  -2.8091  2.4941
H  3.9674  -4.0475  2.1442
H  4.1012  -2.6361  1.0865
H  4.2752  -2.8643  4.8349
H  2.5974  -2.3308  5.1477
H  2.9093  -3.9002  4.3814
H  5.0878  -0.3546  4.2234
H  4.0763  1.0827  3.9941
H  3.5550  -0.1685  5.1323
H  4.8934  -0.3442  1.6094
H  3.2752  -0.4866  0.8416
H  3.7329  0.9955  1.7050
H  -0.3675  -3.6406  3.1811
H  -2.0507  -4.2386  4.9201
H  -2.6793  -2.5687  6.6686
H  -1.8293  -0.2282  6.4997
H  -0.1553  0.3621  4.7346
H  -0.1841  0.7899  -0.0124
H  -2.1421  0.2373  1.2983
H  -2.4344  -1.2383  0.3640
H  -0.9049  -1.0900  1.2926
H  1.5955  0.3768  -1.4557
H  2.9677  -1.2011  -2.7995
H  2.3387  -3.6385  -2.8657
H  0.5327  -4.4168  -1.2917
H  -0.8897  -2.7741  -0.1205
C  2.6354  4.0419  -5.2797
N  1.2798  3.5612  -5.4444
C  0.6739  3.8981  -6.7132
C  0.5877  2.8521  -4.4973
C  0.9984  2.8659  -3.1400
C  0.1894  2.2828  -2.1692
C  -0.9384  1.5276  -2.5179
C  -1.7682  0.9024  -1.3982
C  -2.9446  0.0250  -1.8294
C  -4.0677  0.3369  -1.0488
C  -5.2022  -0.4655  -1.0921
C  -5.2086  -1.5546  -1.9666
C  -4.1161  -1.8050  -2.8027
C  -2.9617  -1.0098  -2.7422
C  -3.7896  1.5350  -0.2321
C  -2.4810  1.9731  -0.5084
C  -2.0145  3.1689  0.0214
C  -2.8313  3.8466  0.9472
C  -4.0930  3.3576  1.2986
C  -4.5898  2.1985  0.6972
C  -1.3240  1.4597  -3.8620
C  -0.5744  2.1134  -4.8377
H  3.1460  3.4928  -4.4875
H  3.1829  3.9078  -6.2243
H  2.6503  5.1175  -5.0459
H  -0.3753  4.2130  -6.5884
H  1.2390  4.7266  -7.1640
H  0.6968  3.0431  -7.4109
H  1.8969  3.3988  -2.8262
H  0.4362  2.4450  -1.1117
H  -6.0326  -0.2495  -0.4225
H  -6.0761  -2.2131  -1.9864
H  -4.1336  -2.6135  -3.5257
H  -2.0986  -1.1685  -3.3897
H  -1.0587  3.5841  -0.3012
H  -2.4539  4.7656  1.3888
H  -4.6863  3.8690  2.0528
H  -5.5552  1.7765  0.9624
H  -2.2408  0.9395  -4.1570
H  -0.8801  2.0615  -5.8826